ORCA calculation (ωB97M-V/def2-TZVPD) on a molecular structure, C13H37O21P4V at a distorted geometry.

Energy above the lowest of the compared OMol25 structures with the same formula, charge and spin = 0.0 kcal/mol
Gap between HOMO and LUMO = 0.325 hartree
LUMO energy = 0.334 eV
HOMO level = -8.50 eV
Total charge = 0

CARTESIAN COORDINATES (ANGSTROEM)
O1 -0.633 -0.688 0.022
V1 -0.272 0.831 -0.269
O2 -1.692 1.542 -0.406
O3 0.536 0.416 -4.557
C1 -0.308 0.363 -3.491
O4 0.181 0.583 -2.336
O5 -1.485 0.090 -3.692
H1 -0.063 0.232 -5.292
C2 -1.568 4.603 0.812
O6 -0.620 5.060 -0.150
P1 0.427 4.058 -0.772
O7 0.695 2.822 -0.013
O8 -0.062 3.900 -2.258
C3 -1.435 3.724 -2.613
O9 1.701 4.977 -0.921
C4 2.875 4.335 -1.425
H2 -1.747 3.528 0.828
H3 -2.521 5.088 0.601
H4 -1.270 4.909 1.816
H5 -1.617 2.692 -2.913
H6 -1.643 4.350 -3.480
H7 -2.144 4.004 -1.836
H8 3.179 3.400 -0.954
H9 3.678 5.051 -1.252
H10 2.834 4.173 -2.504
C5 -1.548 -1.530 4.798
O10 -1.437 -0.898 3.542
P2 -1.343 0.662 3.395
O11 -0.780 1.156 2.147
O12 -0.570 1.102 4.700
C6 -0.149 2.482 4.825
O13 -2.807 1.183 3.755
C7 -3.700 1.215 2.630
H11 -1.892 -0.921 5.635
H12 -0.598 -1.955 5.135
H13 -2.230 -2.377 4.734
H14 0.916 2.512 4.603
H15 -0.410 2.825 5.819
H16 -0.649 3.059 4.047
H17 -3.238 1.080 1.651
H18 -4.215 2.177 2.614
H19 -4.512 0.488 2.702
C8 -2.496 -6.383 -4.185
O14 -2.333 -5.646 -2.992
P3 -1.777 -4.159 -2.930
O15 -2.730 -3.111 -3.235
O16 -0.553 -4.317 -3.942
C9 0.476 -3.335 -3.872
O17 -1.090 -4.075 -1.520
C10 -1.778 -3.592 -0.366
H20 -3.259 -5.941 -4.827
H21 -2.957 -7.322 -3.857
H22 -1.606 -6.715 -4.717
H23 0.538 -2.669 -4.733
H24 1.442 -3.823 -3.745
H25 0.333 -2.658 -3.025
H26 -2.442 -4.362 0.039
H27 -2.396 -2.737 -0.633
H28 -1.045 -3.362 0.400
C11 2.209 -0.700 3.398
O18 2.763 -1.238 2.176
P4 2.913 -0.386 0.870
O19 1.740 0.405 0.499
O20 4.149 0.552 1.131
C12 5.476 0.087 1.350
O21 3.418 -1.417 -0.201
C13 2.537 -1.802 -1.247
H29 2.298 0.387 3.380
H30 2.888 -1.029 4.182
H31 1.197 -1.075 3.496
H32 5.572 -0.624 2.173
H33 6.082 0.964 1.552
H34 5.835 -0.445 0.468
H35 2.491 -2.877 -1.426
H36 2.758 -1.362 -2.222
H37 1.485 -1.535 -1.113

---

ORCA calculation (ωB97M-V/def2-TZVPD) on 7 unconnected molecules or ions with the total composition C13H38N2O15S3 at a distorted geometry.

Gap between HOMO and LUMO (alpha / beta) = 0.369 / 0.112 hartree
LUMO energy (alpha / beta) = -3.051 / -10.031 eV
HOMO level (alpha / beta) = -13.09 / -13.09 eV
Total charge = +1
Spin multiplicity = 2
<S²> = 0.755

CARTESIAN COORDINATES (ANGSTROEM)
C1 -12.783 -26.131 -19.003
O1 -13.979 -26.006 -19.878
H1 -12.098 -26.943 -19.247
H2 -12.190 -25.218 -18.952
H3 -13.108 -26.328 -17.981
H4 -13.736 -25.943 -20.805
C2 -17.527 -23.644 -19.465
O2 -16.737 -24.620 -18.679
H5 -17.091 -23.472 -20.449
H6 -18.578 -23.915 -19.566
H7 -17.502 -22.675 -18.964
H8 -15.832 -24.589 -18.998
O3 -15.369 -24.599 -24.087
S1 -14.933 -25.703 -23.289
O4 -13.697 -25.697 -22.470
O5 -16.198 -26.299 -22.487
C3 -17.499 -26.203 -23.148
C4 -18.358 -25.267 -22.333
C5 -14.698 -27.285 -24.325
H9 -17.780 -27.255 -23.093
H10 -17.416 -25.964 -24.208
H11 -18.632 -25.802 -21.424
H12 -19.237 -24.996 -22.918
H13 -17.869 -24.362 -21.970
H14 -15.372 -27.163 -25.174
H15 -15.004 -28.096 -23.665
H16 -13.649 -27.262 -24.619
O6 -11.020 -28.750 -23.059
S2 -9.883 -29.519 -22.518
O7 -9.854 -31.003 -22.482
O8 -8.506 -28.973 -23.277
C6 -7.318 -29.831 -23.275
C7 -6.316 -29.474 -24.366
C8 -9.481 -28.892 -20.840
H17 -7.621 -30.835 -23.572
H18 -6.816 -29.802 -22.308
H19 -5.820 -30.357 -24.768
H20 -5.586 -28.725 -24.060
H21 -6.930 -29.232 -25.235
H22 -10.303 -29.002 -20.133
H23 -9.096 -27.873 -20.874
H24 -8.648 -29.554 -20.601
O9 -17.434 -25.460 -12.620
S3 -17.206 -24.377 -13.567
O10 -17.436 -22.963 -13.188
O11 -15.603 -24.582 -14.016
C9 -14.780 -23.437 -14.342
C10 -13.422 -23.806 -14.888
C11 -17.970 -24.811 -15.168
H25 -14.646 -22.776 -13.485
H26 -15.191 -22.822 -15.143
H27 -13.459 -24.425 -15.784
H28 -12.720 -24.355 -14.260
H29 -13.019 -22.881 -15.300
H30 -18.724 -24.064 -15.414
H31 -18.504 -25.732 -14.934
H32 -17.213 -24.953 -15.939
C12 -13.416 -22.480 -22.458
N1 -12.498 -21.498 -21.871
O12 -12.911 -20.435 -21.395
O13 -11.308 -21.799 -21.815
H33 -13.224 -23.468 -22.040
H34 -13.279 -22.555 -23.537
H35 -14.471 -22.233 -22.347
C13 -9.551 -23.684 -18.114
N2 -9.576 -24.977 -18.820
O14 -9.292 -25.899 -18.175
O15 -9.747 -25.090 -19.987
H36 -10.050 -23.715 -17.145
H37 -9.862 -22.909 -18.814
H38 -8.491 -23.524 -17.918

---

ORCA calculation (ωB97M-V/def2-TZVPD) on 6 unconnected molecules or ions with the total composition C13H38O11 at a distorted geometry.

Energy above the lowest of the compared OMol25 structures with the same formula, charge and spin = 190.5 kcal/mol
Gap between HOMO and LUMO = 0.361 hartree
LUMO energy = 0.375 eV
HOMO level = -9.45 eV
Total charge = 0

CARTESIAN COORDINATES (ANGSTROEM)
C1 2.796 0.569 -3.329
C2 1.824 1.724 -3.644
O1 0.495 1.377 -3.109
O2 4.028 0.663 -3.907
H1 2.431 -0.391 -3.568
H2 2.975 0.512 -2.215
H3 1.648 2.004 -4.709
H4 2.153 2.859 -3.357
H5 0.052 0.697 -3.804
H6 4.112 0.129 -4.678
C3 -5.057 -0.034 -1.750
C4 -5.947 0.889 -0.942
O3 -7.289 0.468 -1.250
O4 -3.587 0.345 -1.417
H7 -5.360 -0.150 -2.785
H8 -5.240 -1.194 -1.334
H9 -5.900 1.990 -1.156
H10 -5.916 0.376 0.067
H11 -7.824 1.162 -0.810
H12 -3.216 0.054 -0.517
C5 1.923 -4.286 1.960
C6 0.414 -4.650 1.692
O5 0.302 -6.066 1.557
O6 2.120 -2.872 1.862
H13 2.475 -4.785 1.158
H14 2.302 -4.538 2.903
H15 0.134 -4.325 0.690
H16 -0.073 -4.379 2.608
H17 0.887 -6.359 0.716
H18 2.934 -2.838 2.359
C7 0.191 0.374 -0.035
C8 0.349 -0.152 1.480
O7 -0.161 -1.543 1.611
O8 0.706 1.501 -0.205
H19 -0.825 0.350 -0.403
H20 0.509 -0.131 -0.880
H21 -0.079 0.534 2.132
H22 1.369 -0.276 1.653
H23 0.529 -2.087 1.448
H24 0.796 1.443 -1.003
C9 -3.773 -0.578 1.996
C10 -3.249 -1.164 3.291
O9 -4.104 -0.647 4.352
O10 -2.943 -0.855 0.883
H25 -4.015 0.519 2.094
H26 -4.695 -1.148 1.953
H27 -2.170 -0.729 3.557
H28 -3.583 -2.277 3.082
H29 -4.889 -0.919 3.999
H30 -2.033 -1.065 1.287
C11 4.129 4.192 0.738
C12 3.784 3.204 -0.338
C13 5.113 2.885 -1.171
O11 3.499 1.991 0.280
H31 3.318 4.369 1.485
H32 4.504 5.234 0.544
H33 5.050 3.726 1.353
H34 3.168 3.584 -1.042
H35 6.000 2.628 -0.582
H36 5.456 3.920 -1.450
H37 4.869 2.183 -1.898
H38 2.586 1.984 0.496

---

ORCA calculation (ωB97M-V/def2-TZVPD) on a molecular structure, C13H40AsF6O7 at a distorted geometry.

Gap between HOMO and LUMO = 0.350 hartree
LUMO energy = 2.458 eV
HOMO level = -7.08 eV
Total charge = -1

CARTESIAN COORDINATES (ANGSTROEM)
As1 -1.405 0.142 1.072
F1 -2.118 1.129 2.318
F2 0.032 1.123 1.301
F3 -0.720 -0.820 -0.205
F4 -2.909 -0.776 0.935
F5 -2.035 1.232 -0.125
F6 -0.852 -0.997 2.254
C1 3.473 1.301 2.322
C2 4.468 0.302 2.895
C3 4.936 -0.727 1.871
O1 5.660 0.937 3.359
H1 3.423 2.276 2.811
H2 2.461 0.909 2.464
H3 3.624 1.456 1.253
H4 3.979 -0.291 3.682
H5 4.070 -1.228 1.436
H6 5.631 -1.429 2.324
H7 5.470 -0.206 1.072
H8 5.442 1.672 3.938
C4 1.480 1.856 -2.534
C5 1.615 3.062 -1.585
C6 1.797 4.370 -2.290
O2 0.401 3.085 -0.763
H9 2.284 1.868 -3.274
H10 0.502 1.863 -3.016
H11 1.508 0.964 -1.909
H12 2.365 2.807 -0.827
H13 2.569 4.296 -3.057
H14 2.022 5.189 -1.607
H15 0.882 4.626 -2.832
H16 0.515 2.342 -0.158
C7 2.726 -1.898 -1.417
C8 2.684 -2.233 -2.911
C9 1.551 -1.616 -3.687
O3 3.932 -1.911 -3.550
H17 2.906 -0.837 -1.238
H18 3.546 -2.487 -0.999
H19 1.805 -2.183 -0.911
H20 2.595 -3.330 -2.931
H21 0.610 -1.878 -3.196
H22 1.488 -1.973 -4.716
H23 1.587 -0.530 -3.737
H24 4.537 -2.642 -3.406
C10 -1.700 -4.481 -2.267
O4 -2.306 -3.906 -1.131
H25 -2.086 -5.491 -2.371
H26 -1.876 -3.862 -3.155
H27 -0.604 -4.549 -2.192
H28 -1.895 -3.062 -0.919
C11 -5.173 -3.791 1.085
O5 -5.658 -2.558 0.593
H29 -4.554 -3.653 1.974
H30 -6.010 -4.441 1.336
H31 -4.578 -4.284 0.310
H32 -4.980 -1.881 0.674
C12 -4.963 2.155 -0.824
O6 -5.029 0.746 -0.771
H33 -3.947 2.521 -0.683
H34 -5.328 2.468 -1.802
H35 -5.601 2.607 -0.055
H36 -4.397 0.401 -0.130
C13 -3.169 2.466 5.201
O7 -4.124 3.165 4.417
H37 -3.346 1.398 5.036
H38 -2.160 2.666 4.847
H39 -3.321 2.564 6.280
H40 -3.730 3.987 4.118

---

ORCA calculation (ωB97M-V/def2-TZVPD) on 7 unconnected molecules or ions with the total composition C13H40N2O13 at a distorted geometry.

Energy above the lowest of the compared OMol25 structures with the same formula, charge and spin = 21.9 kcal/mol
Gap between HOMO and LUMO = 0.351 hartree
LUMO energy = -0.080 eV
HOMO level = -9.64 eV
Total charge = 0

CARTESIAN COORDINATES (ANGSTROEM)
C1 -5.085 1.504 2.699
O1 -6.153 1.054 2.296
N1 -4.496 1.074 3.850
N2 -4.351 2.444 2.007
H1 -3.573 1.301 4.171
H2 -4.982 0.256 4.184
H3 -3.735 3.039 2.532
H4 -4.523 2.625 1.039
C2 4.025 0.419 -3.460
C3 2.723 1.222 -3.422
O2 1.650 0.343 -3.096
O3 4.672 0.439 -2.198
H5 4.713 0.968 -4.110
H6 3.853 -0.582 -3.863
H7 2.513 1.558 -4.447
H8 2.810 2.073 -2.746
H9 0.993 0.686 -2.489
H10 4.057 0.305 -1.468
C4 -1.413 3.240 -0.976
C5 -2.512 2.481 -1.731
O4 -2.248 2.143 -3.072
O5 -0.271 2.314 -0.898
H11 -1.724 3.407 0.055
H12 -1.131 4.116 -1.559
H13 -3.424 3.093 -1.677
H14 -2.757 1.578 -1.175
H15 -2.121 2.981 -3.534
H16 0.456 2.866 -0.574
C6 0.155 -4.572 -2.369
C7 0.805 -5.606 -3.266
O6 1.428 -4.952 -4.359
O7 1.056 -3.737 -1.692
H17 -0.583 -5.065 -1.716
H18 -0.478 -3.943 -3.013
H19 0.013 -6.261 -3.643
H20 1.500 -6.221 -2.687
H21 1.358 -5.464 -5.165
H22 0.734 -2.833 -1.766
C8 -1.632 -0.386 0.663
C9 -1.184 -0.984 -0.667
O8 0.242 -1.232 -0.547
O9 -0.723 0.594 1.127
H23 -1.797 -1.189 1.385
H24 -2.654 0.020 0.645
H25 -1.341 -0.293 -1.496
H26 -1.573 -1.966 -0.923
H27 0.636 -0.353 -0.503
H28 -0.628 1.323 0.457
C10 -1.276 1.762 5.307
C11 -0.602 2.415 4.093
O10 -1.671 2.642 3.150
O11 -1.875 0.508 5.011
H29 -1.961 2.477 5.771
H30 -0.494 1.538 6.048
H31 0.187 1.770 3.696
H32 -0.187 3.415 4.230
H33 -1.701 1.833 2.613
H34 -1.382 -0.134 5.517
C12 3.397 -2.126 0.566
C13 4.632 -1.238 0.690
O12 4.427 0.164 0.747
O13 2.446 -1.799 1.553
H35 3.636 -3.192 0.547
H36 2.975 -1.979 -0.437
H37 5.261 -1.437 -0.178
H38 5.229 -1.456 1.583
H39 3.983 0.426 1.557
H40 1.673 -1.417 1.138

---

ORCA calculation (ωB97M-V/def2-TZVPD) on 7 unconnected molecules or ions with the total composition C13H40N4O7 at a distorted geometry.

Energy above the lowest of the compared OMol25 structures with the same formula, charge and spin = 158.1 kcal/mol
Gap between HOMO and LUMO = 0.360 hartree
LUMO energy = 0.276 eV
HOMO level = -9.52 eV
Total charge = 0

CARTESIAN COORDINATES (ANGSTROEM)
C1 -26.915 11.816 -14.334
O1 -28.123 11.644 -13.738
H1 -26.632 12.838 -14.012
H2 -27.092 11.911 -15.384
H3 -26.210 10.998 -14.171
H4 -28.577 12.477 -13.849
C2 -26.185 11.488 -22.863
O2 -27.236 11.798 -21.965
H5 -25.726 10.421 -22.704
H6 -25.400 12.253 -22.939
H7 -26.426 11.592 -23.924
H8 -27.030 11.681 -21.082
C3 -29.515 14.548 -14.085
O3 -29.287 14.479 -12.749
N1 -30.219 13.657 -14.765
N2 -29.056 15.487 -14.862
H9 -30.642 12.858 -14.200
H10 -30.358 13.692 -15.757
H11 -28.509 16.250 -14.439
H12 -29.228 15.701 -15.873
C4 -28.643 14.204 -17.921
O4 -29.140 15.472 -17.632
N3 -28.361 13.768 -19.066
N4 -28.463 13.393 -16.874
H13 -28.432 14.472 -19.831
H14 -27.818 12.902 -19.148
H15 -28.735 13.821 -15.966
H16 -28.165 12.406 -16.797
C5 -25.550 15.484 -14.428
C6 -25.623 14.870 -15.783
C7 -25.738 15.912 -16.966
O5 -24.654 14.094 -15.891
H17 -26.204 14.800 -13.768
H18 -26.139 16.391 -14.464
H19 -24.479 15.605 -14.191
H20 -26.408 14.164 -15.829
H21 -25.734 15.305 -17.865
H22 -25.101 16.752 -16.992
H23 -26.816 16.182 -16.975
H24 -24.538 13.498 -15.180
C8 -29.995 10.279 -16.174
C9 -29.019 9.960 -17.275
C10 -29.531 10.347 -18.645
O6 -27.917 10.539 -17.157
H25 -29.577 10.072 -15.239
H26 -30.881 9.710 -16.305
H27 -30.236 11.352 -16.191
H28 -28.675 8.910 -17.203
H29 -30.002 9.491 -19.034
H30 -28.775 10.595 -19.412
H31 -30.222 11.162 -18.589
H32 -27.631 10.177 -16.375
C11 -24.545 11.508 -17.836
C12 -25.503 12.187 -18.752
C13 -24.903 12.893 -19.911
O7 -26.431 11.499 -19.172
H33 -24.832 11.694 -16.831
H34 -23.608 12.038 -17.890
H35 -24.370 10.516 -17.985
H36 -25.996 13.002 -18.253
H37 -25.563 13.529 -20.438
H38 -24.391 12.300 -20.656
H39 -24.123 13.515 -19.547
H40 -26.919 11.148 -18.444

---

ORCA calculation (ωB97M-V/def2-TZVPD) on 7 unconnected molecules or ions with the total composition C13H40O7 at a distorted geometry.

Energy above the lowest of the compared OMol25 structures with the same formula, charge and spin = 229.8 kcal/mol
Gap between HOMO and LUMO = 0.359 hartree
LUMO energy = 0.055 eV
HOMO level = -9.70 eV
Total charge = 0

CARTESIAN COORDINATES (ANGSTROEM)
C1 2.662 -4.751 0.731
O1 3.833 -5.409 1.266
H1 2.546 -4.669 -0.279
H2 2.333 -3.713 1.295
H3 1.883 -5.254 1.030
H4 3.974 -5.048 2.139
C2 0.735 -2.043 -1.377
O2 0.834 -0.588 -1.565
H5 1.352 -2.385 -2.244
H6 -0.262 -2.280 -1.594
H7 1.059 -2.369 -0.243
H8 1.676 -0.509 -1.143
C3 -1.807 0.627 -3.904
O3 -1.077 -0.512 -3.728
H9 -2.328 0.640 -4.790
H10 -0.998 1.169 -4.094
H11 -2.429 0.704 -3.035
H12 -0.528 -0.361 -2.995
C4 4.247 -0.909 -1.233
O4 3.538 0.223 -1.353
H13 3.416 -1.779 -0.986
H14 4.580 -0.609 -0.205
H15 5.073 -1.199 -1.921
H16 3.891 0.929 -1.220
C5 0.122 3.091 -0.416
C6 -0.041 4.073 0.695
C7 -0.869 5.161 0.074
O5 -0.567 3.444 1.852
H17 -0.999 2.718 -0.548
H18 0.861 2.253 -0.305
H19 0.426 3.630 -1.397
H20 1.004 4.624 0.706
H21 -0.513 5.528 -0.848
H22 -1.001 5.990 0.895
H23 -1.846 4.660 -0.424
H24 0.143 2.914 2.358
C8 -2.598 -0.909 -0.384
C9 -4.055 -0.615 -0.933
C10 -4.758 -1.920 -1.261
O6 -4.812 0.084 0.105
H25 -2.685 -1.615 0.259
H26 -2.128 -0.103 0.145
H27 -2.075 -1.240 -1.131
H28 -4.015 -0.165 -1.844
H29 -4.477 -2.281 -2.260
H30 -5.900 -1.851 -1.394
H31 -4.868 -2.629 -0.387
H32 -4.248 0.827 0.313
C11 0.323 0.043 4.326
C12 1.340 0.494 3.237
C13 1.069 -0.061 1.859
O7 1.309 1.854 3.126
H33 0.482 -0.935 4.431
H34 -0.684 0.355 3.871
H35 0.436 0.862 5.138
H36 2.302 0.319 3.647
H37 0.023 0.076 1.629
H38 1.222 -1.257 1.785
H39 1.747 0.297 1.131
H40 2.110 2.374 3.380

---

total charge of number 4 (C13H40AsF6O7)?
-1

---

What is the formula in the fifth record?
C13H40N2O13

---

The highest total charge belongs to which entry?
C13H38N2O15S3

---

What is the formula in the third record?
C13H38O11